{"formula": "C4H11NO2Si", "method": "ωB97M-V/def2-TZVPD", "homo_ev": -9.118, "e_tot_ev": -17786.3403, "e_above_lowest_ev": 2.852, "max_force_ev_per_a": 7.088, "smiles": "C=[N+]([O-])O[Si](C)(C)C", "spin_multiplicity": 1, "species": ["C", "N", "O", "O", "Si", "C", "C", "C", "H", "H", "H", "H", "H", "H", "H", "H", "H", "H", "H"], "xyz": [[-3.49, 0.68, 0.43], [-2.43, 0.06, 0.17], [-2.28, -1.13, -0.08], [-1.26, 0.78, 0.22], [0.30, -0.05, -0.02], [0.50, -0.79, -1.76], [1.39, 1.57, 0.23], [0.59, -1.44, 1.29], [-3.41, 1.79, 0.48], [-4.40, 0.01, 0.56], [-0.10, -1.64, -1.85], [0.17, 0.00, -2.63], [1.50, -0.89, -2.00], [0.96, 2.05, 0.98], [2.43, 1.10, 0.35], [1.28, 2.09, -0.62], [-0.23, -2.13, 1.21], [1.64, -1.79, 1.20], [0.33, -1.12, 2.32]], "lowdin_charge": [0.059, -0.438, -0.040, -0.151, 0.616, -0.164, -0.120, -0.166, 0.108, 0.127, -0.009, 0.104, -0.014, -0.039, 0.070, -0.024, 0.004, 0.039, 0.037]}

---

{"formula": "C4H11NO3", "method": "ωB97M-V/def2-TZVPD", "homo_ev": 0.540, "e_tot_ev": -11953.8558, "e_above_lowest_ev": 2.744, "max_force_ev_per_a": 4.815, "spin_multiplicity": 1, "charge": -2, "species": ["C", "C", "C", "O", "N", "C", "O", "H", "H", "H", "H", "H", "H", "H", "H", "H", "H", "H", "O"], "xyz": [[-0.33, 0.18, 0.71], [1.17, 0.33, 0.43], [2.04, -1.14, 0.82], [3.29, -0.98, 0.55], [-1.26, 0.18, -0.56], [-2.41, 1.37, -0.41], [-3.47, 0.79, -0.12], [-0.69, 1.00, 1.27], [-0.61, -0.73, 1.31], [1.50, 0.77, -0.47], [1.54, 0.90, 1.30], [1.79, -1.30, 1.84], [1.54, -1.91, 0.22], [-1.71, -0.83, -0.36], [-2.31, 1.94, -1.31], [-2.12, 2.08, 0.45], [1.36, -1.15, -1.51], [-0.01, -0.56, -1.82], [0.69, -0.94, -2.35]], "lowdin_charge": [-0.282, -0.181, -0.576, -0.356, -0.089, -0.600, -0.304, 0.036, 0.098, 0.054, 0.068, 0.042, 0.051, 0.114, 0.036, 0.064, 0.086, -0.072, -0.188]}

---

{"formula": "C4H11NO3", "method": "ωB97M-V/def2-TZVPD", "homo_ev": -10.090, "e_tot_ev": -11959.0702, "e_above_lowest_ev": 1.039, "max_force_ev_per_a": 1.934, "smiles": "NC(=O)CCCO.O", "spin_multiplicity": 1, "species": ["N", "C", "O", "C", "C", "C", "O", "H", "H", "H", "H", "H", "H", "H", "H", "H", "O", "H", "H"], "xyz": [[-2.62, 0.53, -0.13], [-1.38, 0.14, 0.30], [-0.92, 0.58, 1.33], [-0.70, -0.84, -0.62], [0.60, -0.46, -1.37], [1.32, 0.65, -0.61], [2.63, 0.92, -1.19], [-2.89, 0.34, -1.08], [-3.09, 1.22, 0.43], [-0.48, -1.68, 0.06], [-1.39, -1.35, -1.30], [1.25, -1.33, -1.45], [0.41, -0.19, -2.41], [0.81, 1.60, -0.70], [1.53, 0.32, 0.40], [2.92, 0.14, -1.63], [0.93, -0.49, 3.40], [0.01, -0.57, 3.09], [1.08, 0.46, 3.49]], "lowdin_charge": [0.161, -0.544, 0.045, -0.114, -0.162, -0.233, -0.073, 0.100, 0.105, 0.130, 0.110, 0.113, 0.114, 0.124, 0.114, 0.044, -0.084, 0.014, 0.037]}

---

{"formula": "C4H11NO3", "method": "ωB97M-V/def2-TZVPD", "homo_ev": -10.043, "e_tot_ev": -11959.1850, "e_above_lowest_ev": 0.924, "max_force_ev_per_a": 0.951, "smiles": "CNC(=O)CCO.O", "spin_multiplicity": 1, "species": ["C", "N", "C", "O", "C", "C", "O", "H", "H", "H", "H", "H", "H", "H", "H", "H", "O", "H", "H"], "xyz": [[2.14, 1.62, -0.68], [1.57, 0.58, 0.14], [0.24, 0.57, 0.38], [-0.52, 1.47, 0.05], [-0.28, -0.72, 0.99], [-0.64, -1.69, -0.17], [0.36, -2.67, -0.33], [3.09, 1.98, -0.29], [2.28, 1.32, -1.73], [1.49, 2.49, -0.69], [2.06, -0.29, 0.29], [-1.17, -0.49, 1.58], [0.48, -1.15, 1.63], [-0.69, -1.07, -1.07], [-1.65, -2.09, -0.10], [0.11, -3.51, 0.09], [-3.19, 1.09, -0.32], [-2.23, 1.26, -0.35], [-3.45, 1.29, 0.59]], "lowdin_charge": [-0.071, 0.032, -0.495, 0.033, -0.072, -0.241, -0.069, 0.082, 0.088, 0.084, 0.138, 0.115, 0.113, 0.121, 0.122, 0.100, -0.086, -0.022, 0.029]}

---

{"formula": "C4H11NO3", "method": "ωB97M-V/def2-TZVPD", "homo_ev": -9.863, "e_tot_ev": -11958.0977, "e_above_lowest_ev": 2.012, "max_force_ev_per_a": 3.639, "smiles": "CCCNC(=O)O.O", "spin_multiplicity": 1, "species": ["C", "C", "C", "N", "C", "O", "O", "H", "H", "H", "H", "H", "H", "H", "H", "H", "O", "H", "H"], "xyz": [[-0.25, 0.64, 1.03], [1.17, 1.01, 0.49], [1.74, 0.06, -0.60], [1.38, -1.29, -0.34], [0.26, -1.92, -0.63], [-0.30, -2.82, -0.06], [-0.38, -1.27, -1.69], [-0.40, 1.10, 2.05], [-1.07, 1.07, 0.54], [-0.61, -0.44, 0.78], [1.46, 2.05, 0.00], [1.76, 1.08, 1.40], [2.87, 0.12, -0.64], [1.58, 0.38, -1.67], [1.95, -1.75, 0.43], [-1.31, -1.28, -1.62], [-3.14, 1.37, -0.10], [-3.31, 1.42, 0.90], [-3.37, 0.45, -0.28]], "lowdin_charge": [-0.092, -0.208, -0.221, 0.043, -0.647, 0.084, 0.083, 0.092, -0.006, 0.096, 0.139, 0.077, 0.124, 0.133, 0.193, 0.080, -0.096, 0.089, 0.037]}

---

{"formula": "C4H11NO3", "method": "ωB97M-V/def2-TZVPD", "homo_ev": -10.131, "e_tot_ev": -11959.8393, "e_above_lowest_ev": 0.270, "max_force_ev_per_a": 0.535, "smiles": "CC(N)=O.CC(O)O", "spin_multiplicity": 1, "species": ["C", "C", "N", "O", "H", "H", "H", "H", "H", "C", "C", "O", "O", "H", "H", "H", "H", "H", "H"], "xyz": [[-2.06, 0.39, 0.74], [-2.05, -0.50, -0.47], [-3.00, -0.23, -1.40], [-1.25, -1.40, -0.63], [-2.88, 1.11, 0.72], [-1.11, 0.92, 0.79], [-2.14, -0.23, 1.63], [-3.02, -0.79, -2.24], [-3.66, 0.52, -1.29], [3.22, 0.16, 0.04], [1.69, 0.04, -0.02], [1.34, -1.24, 0.38], [1.08, 1.02, 0.80], [3.56, -0.11, 1.03], [3.65, -0.53, -0.68], [3.52, 1.17, -0.20], [1.33, 0.27, -1.03], [0.41, -1.42, 0.11], [1.37, 0.86, 1.71]], "lowdin_charge": [0.007, -0.570, 0.164, 0.029, 0.073, 0.066, 0.095, 0.112, 0.099, -0.028, -0.538, -0.013, -0.039, 0.081, 0.079, 0.078, 0.150, 0.052, 0.101]}